Entry 1:
Molecular formula: C42H58BiN3O2
Method: DFT, wB97M-V/def2-TZVPD

Last column: Löwdin charge in e.
CARTESIAN COORDINATES (ANGSTROEM)
Bi (0.1360, -0.1413, 0.2159)  2.066
O (2.8902, 1.8714, 1.5720)  0.039
O (0.5263, 2.4829, 0.4724)  -0.289
N (0.0931, 0.2485, -1.8542)  -0.162
N (2.5266, 0.7226, 1.4827)  -0.054
N (-2.0913, -0.0057, 0.3025)  -0.126
C (-1.8485, -2.9250, -0.1683)  -0.097
C (-3.2770, 0.7921, -4.3481)  -0.035
C (-2.3671, 0.4811, -2.1054)  -0.124
C (1.1244, 2.9446, -2.6301)  -0.362
C (-3.1562, -2.8069, 0.5931)  -0.354
C (1.3311, -1.5663, 3.1632)  -0.203
C (2.1396, -2.3384, 2.1992)  -0.205
C (-2.7859, 0.2953, -0.7570)  -0.103
C (1.8670, -0.3372, 3.3338)  -0.190
C (2.1661, -0.7891, -2.7910)  -0.141
C (0.1683, -2.1336, 3.9162)  0.001
C (0.5978, 3.4414, -3.9845)  -0.030
C (-0.8979, 0.5173, -4.0243)  -0.036
C (3.1562, -1.5713, 1.7454)  -0.186
C (-4.3322, -2.7229, -0.3895)  -0.026
C (3.4550, -0.6119, -3.2918)  -0.023
C (-1.0433, 0.4220, -2.6325)  -0.217
C (1.2731, -2.7788, -1.4141)  -0.095
C (1.9104, 1.6521, -2.7854)  -0.134
C (-4.2880, -1.1539, 3.7624)  -0.033
C (-1.5227, 2.2011, 3.3299)  -0.053
C (-3.9616, -2.0746, 2.7872)  -0.023
C (-3.9198, 0.1629, 3.5880)  -0.022
C (-1.9779, 0.6877, -4.8574)  -0.012
C (3.9784, 0.6414, -3.5391)  -0.032
C (-3.2573, -1.7104, 1.6444)  -0.140
C (3.1061, -0.2319, 2.4399)  -0.435
C (-2.8403, -0.3693, 1.5173)  -0.161
C (3.1943, 1.7536, -3.3130)  -0.014
C (1.4164, 0.3665, -2.4846)  -0.212
C (1.9858, 4.0540, -2.0137)  -0.066
C (4.2555, -1.8973, 0.7867)  -0.009
C (-3.4519, 0.6860, -2.9981)  -0.011
C (0.6162, -2.5305, -3.8183)  -0.034
C (1.4744, 0.7402, 4.2849)  -0.009
C (4.3748, 0.2133, 3.1332)  0.029
C (-3.1948, 0.5918, 2.4767)  -0.134
C (1.8863, -3.7830, 1.9031)  -0.013
C (-2.8162, 2.0619, 2.5167)  -0.342
C (0.2630, 3.8767, 0.7313)  -0.091
C (1.6930, -2.2376, -2.7694)  -0.352
C (-2.7866, 2.8281, 1.1933)  -0.054
H (4.9797, 0.7477, -3.9345)  0.121
H (-4.3622, -3.6077, -1.0265)  0.095
H (0.4140, 0.6880, 4.5304)  0.062
H (-2.8166, 3.8984, 1.4007)  0.098
H (1.9598, -2.4669, -0.6254)  0.043
H (-1.3469, 3.2393, 3.6123)  0.096
H (1.4243, 2.3082, 0.8072)  -0.008
H (3.5840, 2.7287, -3.5689)  0.119
H (-3.8618, 0.3568, -0.6024)  0.147
H (4.6517, -0.5329, 3.8765)  0.116
H (-0.5931, -1.3789, 4.1172)  0.079
H (2.5940, -4.1751, 1.1766)  0.082
H (5.1887, 0.3130, 2.4143)  0.100
H (-0.1649, 2.7880, -4.4061)  0.056
H (-0.3503, -2.1084, -3.5351)  0.068
H (-0.6597, 1.8472, 2.7589)  0.047
H (-4.4502, 0.7433, -2.5815)  0.127
H (-0.2874, 4.0018, 1.6566)  0.068
H (-3.6005, 2.5318, 3.1125)  0.137
H (-1.8116, 0.7445, -5.9255)  0.131
H (1.3637, 4.9145, -1.7728)  0.084
H (0.1576, 4.4324, -3.8661)  0.092
H (2.7425, 4.4061, -2.7138)  0.084
H (1.2523, -3.8700, -1.4259)  0.109
H (2.5723, -2.8131, -3.0612)  0.130
H (1.2001, 4.4250, 0.7931)  0.101
H (1.4134, 3.5230, -4.7052)  0.095
H (0.8763, -3.9570, 1.5257)  0.073
H (1.6891, 1.7342, 3.8839)  0.088
H (-1.7651, -3.9101, -0.6292)  0.108
H (0.8950, -2.1293, -4.7931)  0.094
H (-4.8431, -1.4569, 4.6399)  0.122
H (0.2622, -2.4594, -1.1782)  -0.014
H (-0.9871, -2.8197, 0.5072)  0.043
H (-1.8880, 2.6337, 0.6088)  0.036
H (-3.2696, -3.7402, 1.1474)  0.135
H (-0.3283, 4.2708, -0.0920)  0.095
H (0.0947, 0.4465, -4.4465)  0.128
H (0.2794, 2.7657, -1.9662)  0.102
H (-1.7893, -2.1969, -0.9812)  0.051
H (-0.2948, -2.9617, 3.3790)  0.078
H (5.1977, -2.0361, 1.3235)  0.102
H (0.5017, -2.5249, 4.8805)  0.111
H (2.0356, 0.6495, 5.2183)  0.109
H (4.0593, -2.8115, 0.2303)  0.076
H (4.4130, -1.0876, 0.0694)  0.091
H (-5.2805, -2.6550, 0.1419)  0.095
H (4.2359, 1.1729, 3.6264)  0.092
H (-4.2409, -1.8493, -1.0405)  0.066
H (-4.2003, 0.8978, 4.3326)  0.129
H (2.4954, 3.7233, -1.1067)  0.078
H (-3.6637, 2.6006, 0.5848)  0.088
H (-1.5909, 1.6211, 4.2507)  0.082
H (4.0484, -1.4881, -3.5204)  0.122
H (0.4897, -3.6085, -3.9272)  0.093
H (-4.1199, 0.9441, -5.0063)  0.123
H (-4.2853, -3.1028, 2.8918)  0.127
H (1.9915, -4.3693, 2.8184)  0.107

The value obtained for the gap between HOMO and LUMO is 6.804 eV. Its LUMO energy is -6.95 eV. Its total energy is -58884.655 eV. The calculation puts the energy above the lowest of the compared OMol25 structures with the same formula, charge and spin at 26.3 kJ/mol. The net charge is +2.

=====

Entry 2:
Molecular formula: C42H59N9O2SbSi2Y
Method: DFT, wB97M-V/def2-TZVPD

Last column: Löwdin charge in e.
CARTESIAN COORDINATES (ANGSTROEM)
Sb (1.1438, -3.7737, -0.3204)  1.512
Y (1.2517, -0.1733, 0.2528)  1.038
Si (0.8023, -0.6193, 2.9980)  0.466
Si (3.3959, 1.3481, 1.4240)  0.506
O (3.4090, -1.4717, -0.8004)  -0.132
O (-4.3239, 4.1469, -1.9197)  0.135
N (-5.2704, 5.9106, -2.8030)  0.114
N (-5.9744, 4.8093, -3.1949)  0.114
N (-1.5200, -0.2063, -0.0727)  0.041
N (0.2349, 4.5198, 0.1949)  -0.129
N (-3.6994, 0.0543, 0.3668)  0.131
N (0.8823, 4.5088, -0.9823)  0.140
N (4.9643, -0.9998, -2.3391)  0.186
N (-3.5269, -0.6304, -0.7810)  -0.133
N (0.5488, 2.4203, -0.2533)  0.021
C (-5.7713, 2.3828, -2.7937)  -0.131
C (-0.4619, -4.2496, -2.9207)  -0.164
C (-2.4725, 0.2884, 0.7633)  -0.207
C (-0.2995, -4.8624, 0.9524)  -0.564
C (-7.2338, 0.7090, -3.6901)  -0.060
C (-2.2964, 5.6814, -0.6210)  0.036
C (-5.0347, 1.3900, -2.1439)  0.037
C (3.2702, -4.6175, 1.6939)  -0.154
C (3.9343, 2.0046, 4.1433)  -0.130
C (2.8913, -4.9642, 0.2567)  -0.570
C (4.0586, -4.7358, -0.6977)  -0.150
C (-2.1999, 8.4127, -1.0747)  -0.057
C (-0.9297, -0.3266, 3.8092)  -0.279
C (-5.3979, 3.7789, -2.6620)  -0.281
C (1.0559, -6.1958, -2.4117)  -0.140
C (-6.5063, -0.2746, -3.0384)  -0.038
C (-1.7023, -4.3051, 0.7165)  -0.165
C (1.3408, -2.2758, 3.8311)  -0.253
C (2.7095, 1.4165, 6.1145)  -0.105
C (-3.2169, 7.6667, -1.6364)  -0.013
C (1.2629, -0.3790, -2.1824)  -0.344
C (3.0578, 1.2747, 3.3287)  -0.335
C (3.7702, 2.0830, 5.5165)  -0.104
C (0.0417, 3.2671, 0.6207)  -0.145
C (5.2009, 0.7076, 1.2157)  -0.260
C (-4.2998, 5.4961, -2.0517)  -0.282
C (-1.2227, 7.8002, -0.2995)  -0.027
C (-4.6588, -1.0630, -1.5651)  -0.075
C (2.6865, -0.2373, -2.7480)  -0.242
C (0.8728, -4.6875, -2.3211)  -0.558
C (1.9910, 0.5855, 3.9371)  -0.340
C (-2.2205, -0.7744, -1.0321)  -0.128
C (-6.8744, 2.0387, -3.5713)  -0.015
C (1.0600, 3.2322, -1.2155)  -0.207
C (-1.2746, 6.4352, -0.0617)  -0.195
C (1.8424, 0.6782, 5.3270)  -0.127
C (-0.2173, 5.7609, 0.7875)  -0.069
C (-5.4024, 0.0614, -2.2610)  -0.185
C (3.5988, 3.2556, 1.1725)  -0.262
C (3.6994, -0.9452, -1.8770)  -0.549
C (-0.2797, -6.3825, 0.8792)  -0.138
C (-3.2612, 6.2887, -1.4208)  -0.132
H (-1.2171, 0.7298, 3.7905)  0.005
H (2.8472, 3.7941, 1.7581)  0.009
H (4.1503, -5.1882, 2.0055)  0.079
H (2.5845, -6.0111, 0.2046)  0.063
H (0.8652, -3.1410, 3.3591)  -0.021
H (-1.7138, -3.2139, 0.7940)  0.044
H (-2.4051, -4.7033, 1.4547)  0.077
H (0.7262, -6.7842, 1.0063)  0.060
H (4.7705, 2.5292, 3.6897)  0.086
H (2.4605, -4.8445, 2.3899)  0.058
H (-6.8013, -1.3138, -3.1327)  0.118
H (-1.8180, -1.2885, -1.8912)  0.128
H (-4.2976, -1.7771, -2.3049)  0.136
H (0.6049, 0.2560, -2.7922)  0.017
H (-0.4297, 3.0066, 1.5559)  0.141
H (-5.3486, -1.5832, -0.8997)  0.138
H (0.2052, -6.7215, -1.9783)  0.057
H (5.8408, 1.0446, 2.0364)  0.011
H (5.2355, -0.5164, -3.1752)  0.108
H (1.0291, 0.1447, 5.8113)  0.085
H (-0.6114, 5.5161, 1.7744)  0.138
H (-8.0897, 0.4341, -4.2921)  0.109
H (-2.1538, 9.4794, -1.2484)  0.109
H (4.9171, -5.3432, -0.3944)  0.079
H (-2.3355, 4.6113, -0.4565)  0.123
H (0.9483, -1.4084, -2.4209)  -0.022
H (1.6777, -4.2024, -2.8837)  0.073
H (2.7978, -0.6435, -3.7626)  0.108
H (-0.5132, -4.5085, -3.9828)  0.078
H (5.6805, -1.3998, -1.7568)  0.115
H (-0.9411, -0.6506, 4.8532)  0.011
H (4.4644, 2.6603, 6.1170)  0.094
H (3.8008, -5.0058, -1.7250)  0.060
H (-0.9040, -6.8026, 1.6746)  0.078
H (4.5810, 3.5964, 1.5115)  0.015
H (1.9608, -6.5338, -1.9051)  0.057
H (-2.2559, 0.8117, 1.6794)  0.092
H (-4.1895, 1.6819, -1.5366)  0.113
H (-1.7007, -0.8945, 3.2807)  -0.005
H (-1.2940, -4.7473, -2.4175)  0.060
H (1.0680, -2.2876, 4.8905)  0.019
H (-0.4150, 8.3916, 0.1144)  0.116
H (0.6406, 6.4205, 0.9077)  0.131
H (0.0172, -4.5600, 1.9552)  0.052
H (5.2264, -0.3852, 1.2012)  -0.001
H (1.5568, 2.8656, -2.0982)  0.111
H (3.4913, 3.5641, 0.1298)  -0.008
H (-7.4313, 2.8231, -4.0650)  0.117
H (3.5097, -3.5552, 1.7823)  0.066
H (-3.9800, 8.1235, -2.2514)  0.116
H (2.4227, -2.4095, 3.7677)  0.014
H (5.6393, 1.0695, 0.2807)  0.008
H (4.3615, -3.6887, -0.6842)  0.047
H (2.9929, 0.8137, -2.8057)  0.101
H (2.5658, 1.4692, 7.1876)  0.095
H (1.1293, -6.4983, -3.4613)  0.079
H (-2.0724, -4.5811, -0.2746)  0.055
H (-0.6763, -6.7384, -0.0724)  0.057
H (-0.6029, -3.1691, -2.8326)  0.034

The value obtained for the gap between HOMO and LUMO is 6.075 eV. Its LUMO energy is -0.29 eV. Its total energy is -85353.465 eV. The calculation puts the energy above the lowest of the compared OMol25 structures with the same formula, charge and spin at 31.8 kJ/mol. The net charge is 0.

=====

Number 1: strongest force on any atom 0.014 hartree/bohr. Number 2: strongest force on any atom 0.036 hartree/bohr.